[1]
The following is a DFT calculation (ωB97M-V/def2-TZVPD) of a structure of composition C47H51AsN9OPRuSSi2.

Its total energy is -164317.6502 eV. Its spin multiplicity is 6. The calculation puts the frontier orbital gap (spin up / spin down) at 0.231 / 0.239 Eh. The calculation puts the energy above the lowest of the compared OMol25 structures with the same formula, charge and spin at 32.4 kcal per mole. Its net charge is +1. As for the expectation value of S²: 8.794. The value obtained for the LUMO energy (spin up / spin down) is -2.127 / -3.709 eV.

Each line ends with the Mulliken spin population.
Geometry (Å):
Ru: -1.0913 0.7923 -0.6706  1.89
C: 3.3789 -1.8009 -3.1161  0.00
N: 2.1361 -1.0789 -2.8356  0.00
C: 1.5966 -0.7788 -1.6585  0.02
N: 0.4606 -0.1296 -1.8427  -0.13
C: 0.3527 -0.0707 -3.2025  0.01
N: 1.3443 -0.6400 -3.8372  0.00
C: 3.6518 -2.8423 -2.0609  0.00
C: 4.9046 -2.9730 -1.4804  0.00
C: 5.1254 -3.9371 -0.4993  0.00
C: 4.0905 -4.7459 -0.0633  0.00
C: 2.8272 -4.6002 -0.6336  0.00
C: 2.6217 -3.6721 -1.6409  0.00
C: 1.6851 -5.3754 -0.1473  0.00
N: 1.5961 -6.1943 0.8365  0.00
N: 0.2490 -6.5809 0.9015  0.00
C: -0.3520 -5.9454 -0.0394  0.00
O: 0.4917 -5.1611 -0.7586  0.00
C: -1.7737 -5.8814 -0.3745  0.00
C: -2.7143 -6.4953 0.4480  0.00
C: -4.0617 -6.3395 0.1742  0.00
C: -4.4744 -5.5284 -0.8764  -0.01
C: -3.5381 -4.9076 -1.6904  0.01
C: -3.9509 -3.8501 -2.6840  0.00
N: -3.6712 -2.5275 -2.1165  0.12
C: -2.7435 -1.6214 -2.5391  -0.04
N: -2.5600 -0.6471 -1.7231  0.14
C: -3.3989 -1.0170 -0.5552  -0.19
N: -4.1725 -2.2004 -0.9228  0.70
C: -2.1871 -5.1127 -1.4545  0.01
H: 4.1964 -1.0823 -3.1747  0.00
H: 3.2441 -2.2451 -4.1017  0.00
H: 2.0523 -1.0101 -0.7128  -0.02
H: -0.4636 0.4157 -3.7121  0.01
H: 5.7148 -2.3244 -1.7918  0.00
H: 6.1105 -4.0456 -0.0661  0.00
H: 4.2427 -5.4800 0.7163  0.00
H: 1.6416 -3.5883 -2.0930  0.00
H: -2.3791 -7.0783 1.2952  0.00
H: -4.7973 -6.8241 0.8016  0.00
H: -5.5305 -5.3606 -1.0472  0.00
H: -5.0149 -3.9080 -2.9103  0.01
H: -3.3829 -3.9198 -3.6118  -0.01
H: -2.2713 -1.7318 -3.5074  -0.01
H: -4.0727 -0.1963 -0.3170  0.12
H: -1.4484 -4.6422 -2.0933  0.00
C: -1.1423 -2.5041 2.7824  0.03
C: -0.6405 -2.6254 1.4998  -0.02
C: -1.3278 -2.0664 0.4249  0.07
C: -2.5200 -1.3743 0.6341  0.02
C: -3.0164 -1.2589 1.9328  0.11
C: -2.3331 -1.8143 2.9973  0.01
P: -2.6193 2.2511 0.1176  0.46
C: -4.3967 2.5713 -0.0472  0.06
C: -4.7835 3.7217 -0.7407  0.03
C: -6.1201 4.0750 -0.8357  0.01
C: -7.0921 3.2818 -0.2421  0.01
C: -6.7233 2.1374 0.4484  0.01
C: -5.3841 1.7876 0.5484  0.01
C: -2.0706 3.3965 1.3831  -0.01
C: -2.9069 4.1715 2.1870  0.03
C: -2.3640 4.9850 3.1700  -0.02
C: -0.9870 5.0484 3.3413  0.07
C: -0.1528 4.2681 2.5487  -0.04
C: -0.6898 3.4203 1.5904  0.06
H: -0.6205 -2.9587 3.6145  0.00
H: 0.2781 -3.1743 1.3282  0.00
H: -0.9736 -2.2470 -0.5828  -0.01
H: -3.9558 -0.7483 2.1055  -0.01
H: -2.7312 -1.7202 3.9990  0.00
H: -4.0294 4.3454 -1.2057  -0.01
H: -6.4023 4.9729 -1.3694  0.00
H: -8.1353 3.5609 -0.3100  0.00
H: -7.4761 1.5203 0.9209  0.00
H: -5.1169 0.9123 1.1265  0.00
H: -3.9804 4.1354 2.0481  0.01
H: -3.0173 5.5729 3.8011  0.00
H: -0.5618 5.6966 4.0965  0.00
H: 0.9199 4.3206 2.6887  0.01
C: 3.6113 5.6068 -1.4881  0.07
Si: 4.0934 4.6706 0.0584  0.66
C: 5.9378 4.3112 0.1276  0.07
C: 3.6256 5.6699 1.5775  0.10
As: 0.4137 2.1902 0.5410  0.38
Si: 1.4966 1.1533 2.3941  0.00
C: 0.1616 0.8846 3.6691  0.04
C: 2.1854 -0.4950 1.8442  0.00
C: 2.9014 2.1572 3.0854  0.05
H: 4.4054 6.3017 -1.7777  0.02
H: 2.7061 6.1870 -1.3000  0.00
H: 3.4188 4.9467 -2.3353  -0.01
H: 6.4457 5.1260 0.6523  0.01
H: 6.3742 4.2303 -0.8692  -0.01
H: 6.1593 3.3880 0.6669  0.00
H: 4.0587 6.6724 1.4846  0.02
H: 4.0178 5.2241 2.4931  -0.01
H: 2.5459 5.7912 1.6796  -0.01
H: -0.8058 0.7117 3.1933  -0.01
H: 0.0615 1.7530 4.3223  0.00
H: 0.4001 0.0134 4.2848  0.00
H: 1.4283 -1.0735 1.3153  0.00
H: 2.4760 -1.0681 2.7289  0.00
H: 3.0735 -0.3931 1.2140  0.00
H: 2.5745 3.0974 3.5290  0.00
H: 3.6510 2.3881 2.3245  0.00
H: 3.3828 1.5677 3.8716  0.00
S: 4.9916 1.5623 -2.2002  0.02
C: 4.2345 2.0142 -3.6657  0.03
C: 2.9335 2.3226 -3.4282  -0.01
N: 2.5172 2.1954 -2.1251  0.03
C: 3.5156 1.8389 -1.3727  0.15
H: 4.7756 2.0586 -4.5962  0.00
H: 2.2309 2.6510 -4.1798  0.00
H: 3.4091 1.5671 -0.3311  -0.12

Atoms 1-2, force components in eV/Å:
-0.25 0.72 -0.62
0.02 0.04 -0.03

[2]
The following is a DFT calculation (ωB97M-V/def2-TZVPD) of a structure of composition C20H17IrN6O5S2.

Its total energy is -64675.9860 eV. Its spin multiplicity is 2. The calculation puts the frontier orbital gap (spin up / spin down) at 0.164 / 0.158 Eh. The calculation puts the energy above the lowest of the compared OMol25 structures with the same formula, charge and spin at 68.4 kcal per mole. Its net charge is +3. As for the expectation value of S²: 0.766. The value obtained for the LUMO energy (spin up / spin down) is -11.110 / -11.280 eV.

Each line ends with the Mulliken spin population.
Geometry (Å):
Ir: 0.1953 1.6253 0.1272  0.00
N: -0.4188 1.6720 3.6643  0.00
C: 0.1679 2.7511 3.1837  0.00
N: 0.5465 2.8952 1.9317  0.00
C: 1.1504 4.1069 1.6935  0.00
C: 1.1990 4.9296 2.8042  0.00
S: 0.5180 4.1847 4.1705  0.00
C: 1.6799 4.3299 0.3827  0.00
C: 2.4042 5.4136 -0.0857  0.00
S: 2.9402 5.1693 -1.6779  0.00
C: 2.1601 3.5726 -1.6595  0.00
N: 1.5325 3.3230 -0.5353  0.00
N: 2.2109 2.7357 -2.6802  0.00
H: -0.5428 0.8647 3.0624  0.00
H: -0.6717 1.5962 4.6400  0.00
H: 1.5935 5.9261 2.8721  0.00
H: 2.6246 6.3218 0.4440  0.00
H: 2.7873 2.9284 -3.4864  0.00
H: 1.8221 1.8065 -2.5763  0.00
O: 1.4425 -0.1621 -0.5364  0.01
C: 0.9762 -0.9598 0.3227  0.03
O: 0.1337 -0.5556 1.1525  0.01
C: 1.4224 -2.3885 0.3473  0.07
C: 2.7966 -2.6798 0.1914  0.07
C: 3.2958 -3.9646 0.2982  -0.01
C: 2.3684 -4.9702 0.5421  0.19
O: 2.5368 -6.2728 0.7106  0.17
C: 1.2778 -6.8427 0.9313  0.00
O: 0.3204 -5.8218 0.8582  0.18
C: 0.9659 -4.6820 0.6434  0.24
C: 0.4774 -3.3886 0.5515  -0.03
H: 3.4803 -1.8699 -0.0084  0.00
H: 4.3491 -4.1821 0.1998  0.00
H: 1.2524 -7.3236 1.9277  0.03
H: 1.0734 -7.6287 0.1816  0.03
H: -0.5823 -3.1971 0.6122  -0.01
N: -4.3440 -2.2507 -2.5950  0.00
C: -3.4316 -1.7954 -1.7437  0.00
O: -2.6733 -2.5041 -1.1071  0.00
C: -3.3065 -0.2917 -1.5857  0.00
C: -4.1764 0.6989 -2.0259  0.00
C: -3.8631 2.0241 -1.7461  0.00
C: -2.6924 2.3257 -1.0722  0.00
N: -1.8570 1.3696 -0.6539  0.00
C: -2.1737 0.1018 -0.8811  0.00
H: -4.4424 -3.2503 -2.7043  0.00
H: -4.9657 -1.6672 -3.1266  0.00
H: -5.0859 0.4853 -2.5667  0.00
H: -4.5204 2.8200 -2.0565  0.00
H: -2.4287 3.3498 -0.8411  0.00
H: -1.5271 -0.6764 -0.4931  0.00

Atoms 1-2, force components in eV/Å:
1.80 0.51 1.99
-0.24 -0.55 -0.01

[3]
The following is a DFT calculation (ωB97M-V/def2-TZVPD) of the molecule C15H24N2O5S.

Its total energy is -39996.9568 eV. The calculation puts the frontier orbital gap at 0.357 Eh. The calculation puts the energy above the lowest of the compared OMol25 structures with the same formula, charge and spin at 0.0 kcal per mole. As for the SMILES: CCCNS(=O)(=O)c1ccc(OCC(=O)NCCCOC)cc1. The value obtained for the LUMO energy is 0.671 eV.

Each line ends with the natural charge from an NBO analysis.
Geometry (Å):
C: 5.4378 3.4151 -1.9183  -0.60
C: 5.1784 2.6720 -0.6140  -0.42
C: 4.4392 1.3559 -0.8565  -0.23
N: 4.1655 0.6056 0.3503  -0.86
S: 2.8379 1.1034 1.2448  2.31
O: 2.6708 2.5311 1.2134  -0.95
O: 2.9632 0.4622 2.5205  -0.94
C: 1.5272 0.3471 0.3053  -0.39
C: 1.4759 -1.0336 0.2334  -0.14
C: 0.4736 -1.6363 -0.4946  -0.26
C: -0.4850 -0.8573 -1.1521  0.32
O: -1.4332 -1.5533 -1.8343  -0.49
C: -2.4569 -0.8440 -2.4962  -0.16
C: -3.4291 -0.1015 -1.5641  0.64
O: -4.1530 0.7784 -1.9825  -0.63
N: -3.3948 -0.5320 -0.2982  -0.63
C: -4.2451 -0.0206 0.7499  -0.22
C: -4.9155 -1.1668 1.5075  -0.44
C: -3.8931 -2.0511 2.2331  -0.07
O: -2.9944 -2.7293 1.3772  -0.55
C: -3.5301 -3.8611 0.7337  -0.25
C: -0.4250 0.5320 -1.0682  -0.27
C: 0.5896 1.1276 -0.3370  -0.16
H: 6.0370 2.8075 -2.5938  0.20
H: 5.9706 4.3425 -1.7257  0.22
H: 4.4994 3.6544 -2.4124  0.20
H: 6.1287 2.4586 -0.1174  0.19
H: 4.5743 3.2861 0.0548  0.23
H: 3.4676 1.5522 -1.3162  0.20
H: 5.0165 0.7142 -1.5313  0.20
H: 4.9708 0.4818 0.9457  0.40
H: 2.2195 -1.6105 0.7581  0.24
H: 0.3998 -2.7092 -0.5700  0.23
H: -2.0552 -0.1321 -3.2266  0.21
H: -3.0257 -1.6037 -3.0411  0.22
H: -2.7894 -1.2989 -0.0289  0.43
H: -4.9895 0.6268 0.2792  0.24
H: -3.6458 0.5785 1.4462  0.19
H: -5.5028 -1.7679 0.8113  0.21
H: -5.5957 -0.7524 2.2519  0.22
H: -4.4198 -2.7779 2.8675  0.17
H: -3.2578 -1.4282 2.8690  0.19
H: -3.9170 -4.5812 1.4635  0.17
H: -2.7098 -4.3125 0.1790  0.20
H: -4.3322 -3.5983 0.0355  0.17
H: -1.1622 1.1528 -1.5519  0.23
H: 0.6583 2.2005 -0.2490  0.25

Atoms 1-2, force components in eV/Å:
0.03 -0.13 0.25
-0.13 -0.04 -0.21

[4]
The following is a DFT calculation (ωB97M-V/def2-TZVPD) of a structure of composition C25H26BrN3O2SeTi.

Its total energy is -193417.5827 eV. Its spin multiplicity is 2. The calculation puts the frontier orbital gap (spin up / spin down) at 0.189 / 0.238 Eh. The calculation puts the energy above the lowest of the compared OMol25 structures with the same formula, charge and spin at 3.9 kcal per mole. Its net charge is -1. As for the expectation value of S²: 0.791. The value obtained for the LUMO energy (spin up / spin down) is 2.499 / 2.497 eV.

Each line ends with the Mulliken spin population.
Geometry (Å):
Ti: -0.2556 -0.9470 -0.6317  0.11
O: 2.2020 -0.6732 2.3335  0.00
C: 1.6863 -1.3371 3.4022  0.00
C: 2.3990 -1.4459 4.5921  0.00
C: 1.8457 -2.0736 5.6995  0.00
C: 0.5680 -2.6044 5.6234  0.00
C: -0.1265 -2.5003 4.4223  0.00
C: 0.4030 -1.8795 3.2977  0.00
C: -0.4834 -1.7747 2.0707  0.00
O: 0.1937 -1.9072 0.8647  -0.01
N: -1.2060 -0.4913 2.0587  0.00
N: -0.7764 0.3386 0.9616  0.15
C: -1.5412 1.4376 0.9224  0.19
C: -1.3296 2.5522 0.1273  -0.01
Br: 0.2487 2.4666 -0.9330  0.01
C: -2.1587 3.6689 0.1572  0.32
C: -2.1972 4.9130 -0.5635  -0.07
C: -3.0411 5.9280 -0.0576  0.13
C: -3.1666 7.1583 -0.6735  -0.07
C: -2.4576 7.4422 -1.8383  0.15
C: -1.6359 6.4524 -2.3674  -0.07
C: -1.5047 5.2155 -1.7568  0.13
H: 3.0596 -0.3108 2.5759  0.00
H: 3.3970 -1.0215 4.6463  0.00
H: 2.4171 -2.1411 6.6173  0.00
H: 0.1221 -3.0970 6.4773  0.00
H: -1.1226 -2.9246 4.3410  0.00
H: -1.2191 -2.5832 2.1474  0.00
H: -1.0539 0.0113 2.9253  0.01
H: -2.4165 1.4611 1.5665  0.03
H: -2.9356 3.5708 0.9120  0.01
H: -3.6012 5.7241 0.8487  0.01
H: -3.8246 7.9034 -0.2412  0.00
H: -2.5506 8.4046 -2.3249  0.01
H: -1.0901 6.6403 -3.2852  0.00
H: -0.8796 4.4672 -2.2165  0.01
C: -0.6354 -3.2990 -2.9305  0.00
N: -0.1706 -3.1588 -1.5429  -0.01
C: -0.8819 -4.1311 -0.7093  0.00
C: 1.2841 -3.3890 -1.4852  0.00
C: 1.9789 -2.2407 -2.1665  -0.01
C: 3.0676 -2.4828 -2.9956  0.00
C: 3.7116 -1.4304 -3.6330  0.00
C: 3.2403 -0.1401 -3.4432  0.00
C: 2.1436 0.0853 -2.6163  -0.01
C: 1.4799 -0.9401 -1.9393  0.01
H: -0.3763 -4.3031 -3.2952  0.00
H: -0.1677 -2.5464 -3.5590  0.00
H: -1.7089 -3.1360 -2.9536  0.00
H: -0.7816 -5.1393 -1.1332  0.00
H: -1.9343 -3.8541 -0.6688  0.00
H: -0.4663 -4.1171 0.2948  0.00
H: 1.5561 -4.3528 -1.9377  0.00
H: 1.5586 -3.4229 -0.4295  0.00
H: 3.4045 -3.5033 -3.1538  0.00
H: 4.5571 -1.6182 -4.2845  0.00
H: 3.7130 0.6942 -3.9492  0.00
H: 1.7930 1.1038 -2.5180  0.00
Se: -2.3328 -0.7219 -1.6516  -0.03

Atoms 1-2, force components in eV/Å:
-1.11 0.50 -1.19
-0.03 -0.08 0.05